## A
A 2-piece molecular cluster, C6H12N2O overall. Source: the Open Molecules 2025 dataset; level of theory: ωB97M-V with the def2-TZVPD basis set.

Geometry as ORCA input:
```
! RIJCOSX wB97M-V def2-TZVPD def2/J DEFGRID3
* xyz 0 1
O 3.9699 -1.4005 -0.5267
N -3.0106 -0.9508 0.7552
N -0.9869 -0.8656 -0.1343
C -1.2565 0.3555 0.4520
C 2.7957 -0.9060 0.1783
C -2.0544 -1.6019 0.0374
C 0.1909 1.7322 -1.1175
C -0.3164 1.5332 0.2964
C -2.5133 0.3152 0.9816
H 2.3116 -1.6103 0.8385
H -0.9016 2.3774 0.6875
H -0.3848 1.0767 -1.7739
H -3.0204 1.0825 1.5116
H 3.7774 -2.1725 -1.0462
H -3.9440 -1.2722 0.9334
H 3.3256 -0.1517 0.7537
H 2.2357 -0.3593 -0.5720
H 1.1767 1.3416 -1.3257
H -2.2307 -2.5829 -0.3487
H 0.5222 1.3324 0.9924
H 0.3139 2.7269 -1.5731
*
```

Properties
- HOMO-LUMO gap (eV) = 9.541
- SMILES string = CCc1c[nH]cn1.CO
- lowest unoccupied orbital energy (eV) = 0.8

natural (NBO) population analysis, charges in e, atoms 1 to 5:
1 O -0.7414
2 N -0.5247
3 N -0.4767
4 C 0.1067
5 C -0.2590



## B
C6H12N2O as an isolated structure. Source: the Open Molecules 2025 dataset; level of theory: ωB97M-V with the def2-TZVPD basis set.

Geometry as ORCA input:
```
! RIJCOSX wB97M-V def2-TZVPD def2/J DEFGRID3
* xyz 0 1
O 1.1936 -0.2587 -0.6155
N -1.0167 1.1279 -2.3733
N 0.7028 1.2491 1.2425
C -1.4149 0.0190 -0.0987
C -2.6458 -0.2263 0.6892
C -1.2032 0.4751 -1.2465
C 2.5964 -0.2150 -0.7152
C 0.4468 0.1062 0.6997
C 0.4596 -1.1438 1.5539
H -0.0067 -1.9352 0.9634
H -2.6026 0.3497 1.6158
H -3.5680 0.0226 0.1641
H -2.6829 -1.2827 0.9657
H 3.0025 -1.2327 -0.7023
H -1.0106 2.1396 -2.3589
H 2.8464 0.2414 -1.6793
H 0.8422 2.0125 0.5847
H 3.1251 0.3586 0.0532
H 1.4657 -1.4581 1.8195
H -0.3888 0.6488 -3.0132
H -0.1407 -0.9982 2.4514
*
```

Properties
- HOMO-LUMO gap (eV) = 8.384
- lowest unoccupied orbital energy (eV) = 0.6

natural (NBO) population analysis, charges in e, atoms 1 to 5:
1 O -0.6575
2 N -0.7861
3 N -0.8021
4 C -0.1269
5 C -0.6425



Which one sits at the bottom of the stability order? B does.



## A
A 2-piece molecular cluster, C6H12N2O overall. Source: the Open Molecules 2025 dataset; level of theory: ωB97M-V with the def2-TZVPD basis set.

Geometry as ORCA input:
```
! RIJCOSX wB97M-V def2-TZVPD def2/J DEFGRID3
* xyz 0 1
O 1.1102 -3.0860 -0.6229
N 0.4939 1.6735 -0.3006
N 0.5607 -1.9830 0.0565
C 1.4027 -0.5127 1.7491
C -1.0239 1.2024 -2.1690
C -0.4970 1.0267 -0.7646
C -1.4074 0.2280 0.1997
C -1.5540 0.6995 1.4608
C 1.5167 -1.1643 0.4282
H -0.7877 1.3114 1.9088
H -0.2159 1.4248 -2.8650
H -1.5797 0.3257 -2.5018
H -2.3316 0.0008 -0.3256
H 0.5250 -3.4896 -1.2778
H 1.0508 0.5108 1.5648
H 0.8114 -1.1480 2.4079
H 1.1748 1.9172 -1.0195
H 2.3505 -0.3157 2.2463
H -2.2782 0.3591 2.1811
H -1.7371 2.0287 -2.1893
H 2.4158 -1.0094 -0.1673
*
```

Properties
- HOMO-LUMO gap (eV) = 9.279
- SMILES string = [H]/N=C(\C)C=C.C/C=N/O
- lowest unoccupied orbital energy (eV) = 0.6

natural (NBO) population analysis, charges in e, atoms 1 to 5:
1 O -0.5909
2 N -0.6871
3 N -0.1663
4 C -0.7044
5 C -0.6880



## B
The molecule C6H12N2O. Source: the Open Molecules 2025 dataset; level of theory: ωB97M-V with the def2-TZVPD basis set.

Geometry as ORCA input:
```
! RIJCOSX wB97M-V def2-TZVPD def2/J DEFGRID3
* xyz 0 1
O 2.1024 1.6942 -1.0431
N -0.1060 -2.1172 -0.0007
N 0.6941 -1.2290 0.4940
C -0.1490 1.2096 -0.0711
C -0.7639 1.5732 1.0491
C -1.0634 -2.6505 0.9238
C 1.5438 -0.5328 -0.2445
C -0.7975 1.2313 -1.4209
C 1.4108 0.9495 -0.0818
H 1.9401 -0.9713 -1.1368
H 1.8119 1.2858 0.8830
H -1.2002 -2.0112 1.8211
H -0.5972 0.2971 -1.9456
H -2.0321 -2.7518 0.4154
H -1.8671 1.4090 -1.3340
H -0.7656 -3.6585 1.2348
H 1.8885 1.3452 -1.9168
H -0.4012 2.0526 -2.0194
H -0.2492 1.6187 1.9975
H -1.7549 2.0013 1.0416
H 0.3558 -0.7452 1.3545
*
```

Properties
- HOMO-LUMO gap (alpha / beta) (eV) = 8.137 / 8.088
- lowest unoccupied orbital energy (alpha / beta) (eV) = 0.8 / 0.8

natural (NBO) population analysis, charges in e, atoms 1 to 5:
1 O -0.6859
2 N -0.3082
3 N -0.2334
4 C 0.0350
5 C -0.4448



## C
A 2-piece molecular cluster, C6H12N2O overall. Source: the Open Molecules 2025 dataset; level of theory: ωB97M-V with the def2-TZVPD basis set.

Geometry as ORCA input:
```
! RIJCOSX wB97M-V def2-TZVPD def2/J DEFGRID3
* xyz 0 1
O 4.5425 0.6382 -0.4881
N -1.1440 1.1580 0.4481
N 2.1370 0.8152 1.3129
C -0.0369 0.3684 -0.0825
C -2.4746 0.5833 0.5541
C -0.2119 -1.0561 -0.5893
C -0.3139 -2.0979 0.5199
C 1.2253 0.6064 0.6227
C -0.6263 1.5155 -0.8482
H 0.5925 -2.1106 1.1425
H 4.3326 0.7845 0.4664
H 0.6353 -1.2859 -1.2515
H -1.1735 -1.9015 1.1757
H -0.0989 2.4682 -0.9234
H -3.1991 1.4084 0.5723
H -1.1058 -1.0908 -1.2252
H -1.2094 1.2296 -1.7308
H -2.7445 -0.0869 -0.2797
H -2.5614 0.0281 1.4973
H 3.8754 1.1254 -0.9811
H -0.4403 -3.0995 0.0879
*
```

Properties
- HOMO-LUMO gap (eV) = 10.547
- SMILES string = CC[C@@]1(C#N)CN1C.O
- lowest unoccupied orbital energy (eV) = 0.7

natural (NBO) population analysis, charges in e, atoms 1 to 5:
1 O -0.9520
2 N -0.3703
3 N -0.3467
4 C -0.0296
5 C -0.4195



## D
The molecule C6H12N2O. Source: the Open Molecules 2025 dataset; level of theory: ωB97M-V with the def2-TZVPD basis set.

Geometry as ORCA input:
```
! RIJCOSX wB97M-V def2-TZVPD def2/J DEFGRID3
* xyz 0 1
O 0.6656 -1.9433 1.6661
N -0.9176 -0.3756 0.3851
N -0.8415 0.3594 -1.9451
C 0.4523 0.1185 0.2814
C -0.6692 0.7327 -0.5376
C 0.3744 -1.3472 0.4197
C 0.5351 -2.2740 -0.7388
C 1.1064 0.8952 1.3856
C -1.1761 2.1062 -0.1548
H -0.4068 -2.7877 -0.9536
H -0.4104 2.8643 -0.3483
H 0.8403 -1.7356 -1.6396
H 1.2847 -3.0377 -0.5092
H 2.0203 0.3979 1.7273
H -1.4572 2.1625 0.9003
H -1.4994 0.9852 -2.4049
H -2.0639 2.3647 -0.7411
H 1.4078 1.8858 1.0364
H 0.4441 1.0485 2.2448
H -1.2953 -0.5530 -1.9653
H 1.6063 -1.8667 1.8918
*
```

Properties
- HOMO-LUMO gap (eV) = 8.977
- SMILES string = C[C@@]12N([C@]1(C)N)[C@]2(C)O
- lowest unoccupied orbital energy (eV) = 0.8

natural (NBO) population analysis, charges in e, atoms 1 to 5:
1 O -0.6997
2 N -0.4663
3 N -0.8460
4 C -0.0017
5 C 0.2969



Which one sits at the bottom of the stability order? A does.



## A
The molecule C6H12N2O. Source: the Open Molecules 2025 dataset; level of theory: ωB97M-V with the def2-TZVPD basis set.

Geometry as ORCA input:
```
! RIJCOSX wB97M-V def2-TZVPD def2/J DEFGRID3
* xyz 0 1
O 0.0577 -0.6927 0.3143
N 0.0012 1.5612 -0.3711
N -1.3846 1.4812 -0.4846
C 2.0816 0.7093 0.2249
C -2.2187 -0.9933 0.1165
C -0.8760 -1.2565 -0.6536
C -2.1462 0.5314 0.4741
C 2.9922 -0.5249 -0.0502
C 0.6457 0.5437 0.0181
H 2.9567 -0.8960 -1.0522
H -3.1841 0.9696 0.4605
H -0.5167 -2.2927 -0.8417
H -0.9339 -0.6911 -1.5891
H 2.4808 -1.2770 0.6351
H -1.7119 0.7358 1.5006
H 2.3242 1.5487 -0.4337
H 2.2619 1.2301 1.1996
H -3.1724 -1.2060 -0.3773
H -2.1306 -1.5166 1.1080
H -1.6495 2.4296 -0.2624
H 4.1226 -0.3939 0.0639
*
```

Properties
- HOMO-LUMO gap (eV) = 9.264
- SMILES string = CCC1=NNCCCO1
- lowest unoccupied orbital energy (eV) = 1.0

natural (NBO) population analysis, charges in e, atoms 1 to 5:
1 O -0.5605
2 N -0.3100
3 N -0.4718
4 C -0.4724
5 C -0.4374



## B
A 2-piece molecular cluster, C6H12N2O overall. Source: the Open Molecules 2025 dataset; level of theory: ωB97M-V with the def2-TZVPD basis set.

Geometry as ORCA input:
```
! RIJCOSX wB97M-V def2-TZVPD def2/J DEFGRID3
* xyz 0 1
O -2.6591 1.0894 1.0548
N -0.5840 0.7235 -1.5252
N -2.1280 -0.2109 0.8687
C 0.0181 0.7638 -0.5606
C -1.4555 -2.0537 -0.4551
C 1.0943 0.6135 0.3973
C 2.1055 -0.4843 -0.1740
C -2.2227 -0.7796 -0.2330
C 1.8371 1.9674 0.5712
H 2.7703 2.1479 0.0601
H 0.7415 0.1847 1.2831
H -2.8177 -0.4621 -1.0590
H -0.6569 -2.1552 -1.2610
H -0.9403 -2.2311 0.5333
H 1.5099 -1.3722 -0.2272
H -3.0682 1.4497 0.2285
H 3.0239 -0.6109 0.4558
H 2.2911 -0.3794 -1.2367
H -2.2030 -2.8737 -0.7595
H 2.1972 1.9175 1.5530
H 1.1465 2.7558 0.4855
*
```

Properties
- HOMO-LUMO gap (eV) = 10.576
- SMILES string = CC(C)C#N.C/C=N/O
- lowest unoccupied orbital energy (eV) = 1.0

natural (NBO) population analysis, charges in e, atoms 1 to 5:
1 O -0.5653
2 N -0.3802
3 N -0.1492
4 C 0.3421
5 C -0.6706



Which one sits at the bottom of the stability order? B does.